(1)
C32H68Br30NNbO2P as an isolated structure at a distorted geometry, computed with ωB97M-V/def2-TZVPD.

Values from the calculation:
Frontier orbital gap, eV: 5.3
LUMO energy, eV: 1.4
Net charge: -1
HOMO, eV: -3.88

Structure (XYZ):
```
135
Properties=species:S:1:pos:R:3:forces:R:3
H 1.5443 -7.0045 3.3606 0.06 -0.02 0.14
C -7.7483 3.0285 -8.3893 0.12 -0.28 -0.10
H -4.5869 -8.1526 2.9738 0.02 0.02 -0.01
H 2.8081 -5.5140 -0.5919 0.01 -0.05 -0.01
H 5.5522 -2.2100 2.8733 -0.06 0.06 -0.19
C 1.4621 -6.0430 3.8612 -0.12 0.27 -0.24
O -3.0127 1.5936 0.1796 -0.15 -0.58 -0.05
Br 7.2498 2.3742 8.3420 -0.07 0.01 0.21
H 9.2301 2.2828 9.8085 0.02 -0.08 0.02
Br -0.7713 -1.2175 -3.7095 0.10 -0.04 0.01
H -8.4695 -4.2428 -1.0269 0.03 0.00 -0.03
H -5.9784 4.8545 -5.5028 0.09 0.04 -0.01
H 4.8205 -0.0738 1.5777 -0.04 -0.07 0.02
H 9.4040 -0.0806 10.3474 0.00 0.06 -0.01
C 0.0436 6.0556 -5.4766 0.16 -0.15 -0.25
H 3.2910 -7.9754 0.1119 -0.02 0.08 0.01
C -5.4888 5.2658 0.7527 -0.16 -0.21 -0.04
H -7.9953 3.3439 -7.3794 0.00 0.07 -0.06
H -3.6137 -6.3802 1.3256 -0.01 -0.07 0.05
Br -2.8155 5.5235 -0.2186 -0.06 -0.12 0.02
Br -4.7702 -3.9911 -1.9796 -0.06 -0.25 -0.06
H -1.8766 -3.8665 -3.0599 0.04 0.11 -0.05
C 3.6454 2.9347 -8.7211 -0.25 0.10 -0.14
Br -5.3190 3.4792 1.5021 -0.27 0.17 0.34
Br -6.9753 5.7667 -8.6960 0.05 -0.05 -0.05
H -8.8431 4.4270 -9.5929 0.01 -0.05 0.04
C 6.4795 0.3334 5.3759 0.14 -0.16 -0.28
C 3.7247 -5.8925 -0.1479 0.21 0.14 0.15
P -3.2296 0.0332 0.8054 -0.43 0.01 -1.13
Br 2.5426 2.0415 -0.1438 -0.08 0.06 -0.12
H 0.6550 -1.9274 1.3625 -0.18 -0.29 -0.84
H -3.5247 -1.2748 -1.2908 -0.37 0.06 0.47
C -4.0771 -6.1817 2.2883 -0.05 0.39 0.35
H 2.2291 3.6775 2.1973 0.35 -0.26 -0.63
O -1.9380 1.8148 3.4781 -2.24 2.37 0.79
Br -0.1872 6.2238 -2.6295 0.03 -0.08 -0.10
H 1.2293 7.3850 -4.2812 -0.02 -0.02 -0.09
H 7.8206 -1.2872 5.9280 -0.01 0.09 -0.04
Br 7.0863 -0.8804 10.0831 0.03 0.01 -0.08
H -6.8306 -5.0583 -2.8829 -0.08 -0.01 0.09
Br 3.2128 -1.6708 3.4309 -0.33 0.17 -0.42
C -1.2030 0.9821 3.1657 0.20 -4.87 1.42
C 4.6734 -2.1396 2.2317 -0.01 0.11 0.23
H -5.1504 3.3079 -5.7627 0.08 0.06 0.02
H -7.0131 -3.3001 -2.7289 -0.06 -0.01 0.08
C 1.3988 3.9644 1.5850 -0.90 -0.41 -2.08
H 5.8217 -1.2233 0.6672 0.03 -0.05 0.11
H 1.1342 5.0034 1.7899 -0.01 0.00 -0.12
C 2.9953 1.9434 -7.7916 0.23 -0.21 0.19
Br -0.2545 4.1412 -5.6705 -0.05 -0.01 0.00
H 0.7685 3.7701 -0.4962 0.03 -0.08 0.04
C 2.4036 2.7594 6.4598 0.06 -0.18 0.09
C -4.7293 5.3687 -0.5426 0.24 0.31 0.05
C -6.6873 -4.2076 -2.2227 0.31 0.22 -0.06
H -1.1468 -1.9455 -0.4004 -0.01 0.20 0.37
H 6.9586 1.1672 5.8800 0.04 -0.03 0.00
H 2.3701 4.4977 -0.2692 -0.05 0.05 0.08
Br 0.2004 -4.1717 -1.7242 0.00 -0.08 -0.06
H 1.9583 2.1816 -7.5706 0.04 0.08 -0.04
Br -3.9393 6.6963 -4.4454 0.04 -0.03 0.05
Br 1.3996 4.1194 4.1474 1.20 1.10 4.52
Br 7.2023 0.3517 3.5638 -0.03 0.00 0.00
H -4.1533 -7.0399 4.2863 0.04 0.08 -0.06
C 6.7953 -0.9583 6.0785 -0.14 -0.17 0.18
Br -2.1374 -8.0679 3.2443 0.03 0.02 0.09
Br 3.6240 -7.7565 -2.3245 0.10 -0.04 0.00
Br 3.9304 1.8492 -6.0882 -0.11 0.05 -0.03
C 1.3616 2.6173 5.3850 -0.33 0.37 -0.07
C -3.9393 -7.3247 3.2605 -0.05 -0.23 -0.23
C 2.5903 -5.7754 4.8207 0.03 -0.27 0.16
Br 4.3125 -6.2707 4.0481 0.02 0.12 -0.02
C 1.6685 3.7567 0.1143 0.21 0.08 -0.12
H 2.2267 2.0471 7.2646 0.01 -0.04 -0.07
C -3.8293 4.8864 -5.1628 -0.04 0.19 -0.13
C -0.2982 -3.0137 -4.2927 -0.28 0.27 -0.13
C 0.8725 6.3565 -4.2568 -0.07 0.21 0.29
C 8.6269 0.2295 9.6509 -0.08 -0.17 0.28
Br 5.1746 -4.7661 -0.7983 0.00 -0.04 -0.06
H -5.1272 -5.9373 2.1383 0.00 -0.13 0.00
Br -5.9710 2.2387 -8.3183 -0.03 0.01 0.01
C -0.8490 -4.0581 -3.3570 0.32 -0.29 0.16
Br -5.6539 3.6123 -3.3678 -0.21 -0.12 -0.31
H -0.9346 6.5296 -5.4584 0.04 0.00 0.11
C 4.8694 -1.0835 1.1776 -0.04 -0.10 -0.43
Br -3.2709 -4.5471 2.9744 -0.02 -0.24 -0.20
C -7.3940 -4.3572 -0.9015 -0.21 -0.15 -0.02
H 0.5022 -5.9851 4.3716 0.03 -0.01 0.05
C -4.2178 -0.8608 -0.5338 0.20 0.52 -0.53
Br 3.1988 4.7632 -8.2247 0.09 0.06 0.00
H 2.6637 -4.7308 5.1119 -0.02 0.01 -0.12
H 3.6975 -5.7269 0.9275 -0.03 -0.06 -0.01
H 7.7639 1.9078 10.7339 0.01 -0.10 -0.02
H -1.7617 -2.4522 2.0373 -0.40 -0.33 -0.18
H -3.4671 5.0066 -6.1825 -0.04 -0.05 0.01
H 2.4599 3.7613 6.8742 -0.03 0.00 -0.10
Br 5.6427 -2.4026 5.4684 0.56 -0.13 0.58
N -0.6501 -0.0995 3.1006 0.32 0.47 -1.52
C 8.3150 1.6929 9.8231 0.10 0.21 -0.30
Br 1.3868 -4.6806 2.4798 -0.17 -0.08 -0.07
C -5.1737 4.2114 -5.1568 0.00 -0.24 0.10
H -4.8462 -1.6695 -0.1217 0.35 0.40 -0.05
H 1.7190 5.6855 -4.1397 -0.05 -0.03 -0.10
H 3.0541 0.9376 -8.2043 0.01 0.05 -0.06
H 4.9982 -7.6522 -0.2476 -0.02 0.08 -0.01
H -4.8731 4.5094 -1.1926 0.09 0.19 0.30
H 0.3613 2.6296 5.8159 0.04 -0.06 0.04
H -3.0820 4.3590 -4.5764 -0.07 0.00 0.01
H 6.5975 -0.8689 7.1459 -0.01 0.10 -0.02
Br -7.1575 -6.1473 -0.1677 0.01 0.04 0.03
Br 4.1773 2.3216 5.7753 -0.59 0.70 0.26
H -5.0021 6.2753 -1.0811 -0.05 -0.04 0.00
H 5.4073 0.5308 5.2912 0.62 -0.59 -0.09
H -4.8536 -0.1316 -1.0827 0.15 -0.32 0.51
Br -0.1726 2.9109 2.1581 1.02 1.62 -2.79
H -6.5559 5.4103 0.5898 0.04 -0.01 -0.07
H -3.6722 2.2007 0.5451 0.29 -0.22 -0.05
C 3.9767 -7.3441 -0.4508 -0.23 -0.09 -0.07
H 4.7290 2.8651 -8.7318 -0.04 -0.04 0.09
Nb -0.9454 -1.0496 1.1801 1.06 0.68 2.49
H 0.7846 -3.0449 -4.3758 -0.03 -0.07 0.09
H 1.4834 1.7154 4.7874 0.00 0.02 0.00
C -7.8097 4.1499 -9.3916 -0.13 0.28 0.12
H 8.9284 -0.0269 8.6390 -0.03 0.09 0.01
H 0.5715 6.3541 -6.3816 0.04 -0.01 0.05
H -7.0435 -3.6571 -0.1482 0.08 -0.02 -0.07
H -7.3120 3.9140 -10.3275 0.02 -0.06 0.07
H -8.4090 2.2148 -8.6832 -0.01 0.05 -0.03
H -5.1444 5.9658 1.5087 0.07 -0.03 -0.05
H 2.4915 -6.3925 5.7127 0.01 -0.01 -0.04
Br 3.5292 -1.2017 -0.2357 0.04 -0.06 0.14
H -0.7829 -5.0478 -3.8074 -0.02 0.06 -0.07
H 3.2674 2.8150 -9.7351 -0.02 -0.02 0.04
H -0.1204 0.3543 0.3388 -0.13 0.03 -0.52
H 4.4504 -3.1207 1.8195 -0.07 0.06 -0.06
H -0.7393 -3.1169 -5.2835 0.00 -0.07 0.04
```
Forces are in eV/Å.

---

(2)
C10H11IN6O2 in the gas phase at a distorted geometry, computed with ωB97M-V/def2-TZVPD.

Values from the calculation:
Frontier orbital gap, eV: 9.2
Structure (SMILES): Cn1cc(I)c(C(=O)NNC(=O)c2ccnn2C)n1
LUMO energy, eV: 0.1
HOMO, eV: -9.08

Structure (XYZ):
```
30
Properties=species:S:1:pos:R:3:forces:R:3
H 5.7260 1.3374 -1.2856 -0.90 1.33 -1.07
H 1.7441 -0.4832 0.8280 -0.18 -1.24 0.19
N -3.4893 -1.8559 0.8287 1.91 0.50 1.05
H 5.4584 3.0462 -2.1360 -0.17 -1.83 0.02
H -2.7644 -0.0567 -0.2198 -0.25 -0.91 1.05
N -0.3314 -0.9749 1.3022 2.41 0.55 -0.89
C -3.6662 -0.4980 0.2867 0.07 1.28 0.69
C 2.9805 3.3190 -1.4612 1.33 0.91 -1.29
O -0.3522 1.6729 0.7581 0.04 1.50 0.02
C 0.7287 1.1518 0.5655 -1.81 0.66 -1.15
H -4.7303 -4.5826 1.6891 -1.06 -1.21 0.56
I 0.2091 4.6986 -1.2185 1.39 -1.69 0.49
C -2.2682 -2.5542 0.9258 -0.98 -0.34 -0.02
C 1.7766 3.1559 -0.9025 -2.26 -0.53 1.21
H 4.8089 1.4383 -2.8276 -0.03 -0.16 -0.84
C -4.1160 -3.7999 1.3981 5.24 -1.03 0.70
H -4.0001 0.2289 1.0915 0.37 -0.90 -0.93
C -2.6134 -3.8503 1.2515 -1.43 -0.99 -0.25
N 0.7910 -0.1678 0.7509 0.11 -2.54 0.51
C -0.8573 -2.0371 0.5999 0.18 -0.54 -1.96
N 3.1141 1.3925 -0.3406 0.28 -0.05 -1.42
N 3.7950 2.2615 -1.1983 -1.65 -0.19 1.29
H -4.3643 -0.4435 -0.5459 -0.51 -0.54 0.29
O -0.2352 -2.5843 -0.2825 0.02 -0.15 0.31
C 5.0507 1.9937 -1.9516 0.41 0.54 2.79
C 1.8741 1.8590 -0.1929 0.38 1.54 -0.24
H -2.0074 -4.8002 1.3054 -0.58 1.63 0.00
N -4.5096 -2.6038 1.3441 -1.35 3.24 -2.62
H -1.0507 -0.4543 1.6914 -0.96 1.93 1.20
H 3.2992 4.1910 -2.0536 -0.02 -0.78 0.27
```
Forces are in eV/Å.

---

(3)
C4H4O in the gas phase at a distorted geometry, computed with ωB97M-V/def2-TZVPD.

Values from the calculation:
Frontier orbital gap, eV: 10.3
Structure (SMILES): C#CC(C)=O
LUMO energy, eV: 0.3
Energy relative to the best compared isomer or geometry (same formula, charge and spin), kcal per mole: 42.72
HOMO, eV: -9.92

Structure (XYZ):
```
9
Properties=species:S:1:pos:R:3:forces:R:3
C 0.4450 0.0518 -0.1246 0.13 1.56 -0.24
H -1.2201 -0.4761 -1.3649 0.01 -0.08 0.02
C -0.1429 -0.6515 -1.3442 -0.11 0.12 0.18
C -0.5979 0.9107 2.1464 -0.08 -0.68 -0.34
C -0.1776 0.3733 1.1526 -1.12 -0.59 0.57
H -1.0490 1.2646 3.0448 0.14 0.11 -0.08
H 0.3221 -0.1293 -2.1886 -0.15 -0.20 0.17
O 1.4071 0.7754 -0.2579 1.09 -0.47 -0.79
H 0.0295 -1.7259 -1.4818 0.10 0.24 0.52
```
Forces are in eV/Å.

---

(4)
C3H4O3 in the gas phase at a distorted geometry, computed with ωB97M-V/def2-TZVPD.

Values from the calculation:
Frontier orbital gap, eV: 9.5
Structure (SMILES): O=CC(=O)CO
LUMO energy, eV: -1.0
Energy relative to the best compared isomer or geometry (same formula, charge and spin), kcal per mole: 81.64
HOMO, eV: -10.55

Structure (XYZ):
```
10
Properties=species:S:1:pos:R:3:forces:R:3
H 0.6099 -1.8229 -1.4569 -1.65 1.09 0.84
O 1.4371 -0.2468 -0.5190 0.62 0.70 0.29
C -0.8615 -0.4965 -0.2232 1.05 -2.60 -1.73
C 0.4266 0.1767 -0.0128 0.55 -0.53 0.04
C 0.5261 1.4023 0.8515 -1.00 1.26 0.55
O -0.3601 -1.8412 -1.2000 -1.53 2.15 0.61
H -1.1742 -1.1768 0.5333 0.10 -0.08 1.18
H -1.7152 0.2436 -0.3102 0.82 -1.10 -1.45
H 1.5207 1.6290 1.2212 0.62 -0.06 0.05
O -0.4049 2.1327 1.1157 0.41 -0.82 -0.37
```
Forces are in eV/Å.